(1)
The following is a DFT calculation (ωB97M-V/def2-TZVPD) of a structure of composition C28H63Br12N2O14P3 at a distorted geometry.

Summary:
Energy above the lowest of the compared OMol25 structures with the same formula, charge and spin: 0.0000 eV
Total charge: 0
Molar mass: 1703.58 g mol⁻¹
Largest force on an atom: 3.4 eV Å⁻¹

Each line ends with the Mulliken charge.
Geometry (Å):
H: -1.64670 -7.34560 1.97201  0.434
O: -2.34056 -4.97582 -2.52014  -0.656
Br: -0.09523 -3.94140 2.90188  -0.071
H: -1.60686 -1.47936 -2.71697  -0.219
H: -1.78354 3.70521 5.28840  0.384
H: -0.93120 6.57952 4.63781  0.315
Br: -5.64982 -3.05812 -5.43221  -0.045
C: -5.43732 -2.22835 2.40125  -0.478
Br: 2.40497 -2.33899 4.04816  -0.071
C: -1.48943 4.45274 4.55165  -0.124
H: 6.68845 3.25875 -2.21463  0.408
H: 2.28427 -5.22370 -3.31176  0.338
C: -1.05083 -6.44808 -5.07308  0.322
H: -7.17848 5.55975 3.18711  0.300
O: -4.40645 3.29615 4.88560  -0.746
H: -0.29616 -0.27700 0.76299  0.318
C: 1.59374 -5.56227 -2.53933  -0.522
H: 0.61918 0.33664 -0.54191  -0.319
C: 5.61219 3.23490 -2.04381  -0.732
P: -1.09758 -5.79174 -2.44466  0.889
Br: -4.19760 -2.53466 0.85235  0.147
H: 3.20674 -5.39594 -0.92186  0.439
H: -6.45306 -2.58351 2.22739  0.389
H: 2.59699 5.25129 2.23590  0.219
H: -3.37059 3.65332 0.88002  0.425
H: 2.84754 6.89791 2.03498  0.371
C: -0.96244 3.66363 -1.63306  -0.964
Br: -4.88267 -3.11132 4.03995  -0.031
O: 3.55372 -0.97171 1.24553  -0.628
C: -1.16579 -2.47499 -0.36173  -0.245
C: 0.30388 -0.60231 -0.08685  -0.412
H: 4.00699 0.99392 0.87413  0.579
H: -0.37279 -3.18914 -0.13982  -0.277
H: -1.60478 -2.28883 0.61844  0.260
H: -2.47055 0.79088 0.85118  0.111
C: 5.02409 4.62698 -1.78160  -0.106
H: 5.13987 6.17495 3.03778  0.432
O: -3.34453 2.55254 2.60533  -0.123
C: -0.99200 -7.02875 1.16018  -0.919
H: 1.41644 -6.63331 -2.63702  0.369
N: -0.56772 -1.31872 -0.95707  0.653
P: -3.84963 3.74588 3.59525  0.910
C: -7.11035 4.48524 3.35704  -1.179
Br: -5.63787 -0.33065 2.74979  0.019
H: -1.30375 4.63292 -1.99649  0.476
H: 1.53480 -5.56508 -0.38785  -0.010
Br: -4.27283 -0.81216 -3.58373  -0.049
C: -6.09874 3.88361 2.35466  0.075
H: -2.47003 -7.50348 -0.26729  0.288
C: -1.75614 -6.69739 -0.09791  -0.081
H: 5.19844 2.18629 2.75902  0.345
H: -0.24409 5.55923 5.87292  0.396
H: -1.83560 -8.28981 -5.82932  0.321
H: -0.59620 4.20153 3.97969  0.215
P: 2.80313 4.56194 -0.44130  0.614
C: 5.85851 -1.20286 2.78555  -0.917
H: -2.33378 -5.77763 -0.00584  0.247
O: 3.09263 5.92000 0.33226  -0.314
O: 1.21101 4.71906 -0.93467  -0.446
H: 5.31406 4.99802 -0.79857  0.057
Br: -2.46061 -3.09969 -5.23216  -0.043
H: 1.86911 -2.88868 1.54995  -0.219
O: 0.31627 -4.95892 -2.64558  -0.011
C: -1.15143 5.73936 5.29639  -1.355
H: -0.02443 1.66011 -4.76967  -0.007
N: 5.32847 0.07064 2.21424  0.152
H: 6.80646 1.57920 2.11097  0.307
H: -1.35892 2.99757 -2.39939  0.376
H: -6.43158 4.00854 1.32426  0.431
H: 5.44962 6.43237 1.45543  0.339
O: -0.90093 -6.89365 -3.69902  -0.369
C: -2.81425 2.83031 1.32862  -0.158
C: 0.62943 1.19591 -5.50797  -0.017
H: -1.92069 -2.81957 -1.06847  0.147
C: -2.97939 1.65580 0.42563  -0.869
H: -8.03545 3.96690 3.10479  0.374
H: 1.17704 -1.17931 0.21771  0.046
O: -0.52268 0.30761 -2.59635  -0.461
H: 0.95794 3.51871 -2.63897  0.290
H: -0.96320 -7.42176 -6.95555  0.442
C: 2.17859 -5.10541 -1.13774  -0.589
H: 6.41272 1.24147 3.63982  0.436
H: 6.93396 -1.36569 2.71503  0.346
H: -0.38045 -6.20226 1.52215  -0.093
C: 4.78984 5.81881 2.06890  -1.087
H: -1.41570 3.57630 -0.64562  -0.157
H: 0.86583 2.71756 -1.10718  -0.322
H: -1.98608 -5.91699 -5.25016  0.067
H: 5.24620 4.83243 1.98584  0.137
Br: 0.34814 2.29854 -7.13866  -0.071
O: -2.60902 4.78087 3.75001  -0.362
H: -0.35695 -7.89468 0.97320  0.298
H: 5.56640 2.62951 -1.13854  0.045
H: -0.03982 -8.22730 -5.82659  0.345
C: 3.27080 5.94144 1.72819  -0.102
C: -0.95898 -7.64473 -5.88861  -1.575
H: -4.03988 1.43394 0.30633  0.319
H: 5.05249 2.75808 -2.84847  0.135
O: 3.08461 3.27570 0.31079  -0.265
Br: 2.55824 1.33147 -4.87067  -0.029
Br: -0.00004 -0.62782 -5.96200  0.041
H: -4.17570 -3.36677 -3.39967  0.299
O: 3.62396 4.70294 -1.81367  -0.325
Br: 2.88706 -5.04425 2.38012  -0.062
H: -2.07725 6.08315 5.75767  0.348
O: -0.80855 -6.67113 -1.15026  -0.366
C: 0.56384 3.62599 -1.62839  0.531
C: -4.13896 -2.70534 -4.26528  -0.221
H: -2.59766 1.73855 -0.59199  0.281
C: 1.80349 -3.41572 2.50180  0.399
C: 4.24505 0.05329 1.39446  -0.130
C: 5.90477 1.35963 2.68268  -1.061
H: -6.72835 4.44734 4.37720  0.281
H: -6.06802 2.79993 2.46779  -0.091
H: 5.45457 -2.09706 2.31085  0.256
O: -4.84713 4.54034 2.56134  -0.369
H: 2.04866 -4.04757 -0.90932  0.169
H: 5.63790 -1.22920 3.85266  0.307
H: 5.35385 5.42548 -2.44626  0.408
H: -0.30923 -5.73476 -5.43268  0.252
C: -0.91870 -0.80712 -2.18150  0.582
H: -1.75298 3.04957 1.44578  0.222

=====

(2)
The following is a DFT calculation (ωB97M-V/def2-TZVPD) of a cluster of 9 separate species, C28H64BO16 in total at a distorted geometry.

Summary:
Energy above the lowest of the compared OMol25 structures with the same formula, charge and spin: 0.0000 eV
Total charge: -1
Molar mass: 667.62 g mol⁻¹
Largest force on an atom: 2.0 eV Å⁻¹

Each line ends with the Mulliken charge.
Geometry (Å):
C: -0.85830 -3.07798 4.71734  -0.788
H: -2.01571 2.05876 -3.57885  0.349
H: 0.38206 1.84378 2.78652  0.005
H: -3.10832 -2.85500 0.88596  0.369
C: 0.18891 3.50870 4.17910  -1.500
C: 0.90129 -1.29679 -0.35098  0.244
O: 0.99296 0.90265 0.37812  -0.332
H: 0.56850 4.52559 4.26848  0.378
H: 3.15105 2.82510 0.52478  0.107
C: -6.29379 2.65401 -6.68734  -1.487
H: 4.16827 2.69344 2.96802  0.096
H: -1.72559 3.62911 -5.52740  -0.040
C: -4.99804 2.86853 -5.91313  0.919
H: 0.45797 2.66341 -6.64413  0.381
C: -2.03781 -6.13704 -1.34715  0.006
C: -0.50425 2.20196 -6.43292  -1.416
H: 3.76700 -1.00328 -2.32494  0.116
C: 6.56490 -0.81888 0.20197  -0.033
H: -6.45529 3.54181 -7.30572  0.374
H: -0.59749 3.88452 -3.40629  0.363
O: -0.82697 1.24234 -1.23107  -0.620
H: -4.16570 2.73317 -6.62123  0.020
H: 3.50773 -1.24751 5.62343  0.352
H: 1.47724 -0.09390 4.90718  0.073
O: -3.28569 2.13344 1.00243  -0.626
O: -3.48966 -1.18919 5.49262  -0.534
H: 0.36832 3.04532 5.15401  0.349
C: 7.44470 0.41309 0.27281  -1.088
H: -0.89018 -1.09437 5.55377  0.174
H: 6.12273 -2.81064 -1.58285  0.427
H: -5.12344 4.97624 -6.01323  0.351
O: 3.98931 4.65115 2.24777  -0.596
C: -0.36269 -2.03767 5.73119  -0.187
H: 8.25782 0.28306 0.99091  0.366
H: -4.69242 -1.90803 3.85906  0.374
H: -3.95009 4.43344 -4.81895  0.273
H: -0.88171 3.48530 3.97800  0.320
H: -2.92380 -6.19747 -1.99680  0.261
H: -0.33950 1.12877 -6.29832  0.320
H: 5.77928 -0.82393 0.96421  0.140
C: 4.28386 -1.95689 -2.43126  -0.977
H: -1.19788 2.31849 -7.26332  0.308
O: 1.03551 -1.88566 5.74154  -0.423
H: 3.26287 -2.49912 4.40089  0.362
H: 4.37100 1.60731 0.94555  -0.101
H: -1.92684 -3.24128 4.83897  0.413
C: -2.32278 1.69797 0.46947  -0.046
C: 0.92691 2.73633 3.09423  1.037
H: -7.09018 2.59160 -5.93900  0.336
H: -1.75462 -3.91276 1.28958  0.214
H: 4.90774 2.98697 0.05799  0.352
H: 3.46275 -2.67458 -2.37535  0.293
C: -0.07737 3.32874 -4.19293  -1.472
H: -2.85694 -0.47586 5.59792  0.323
H: 3.03791 4.49079 2.32740  0.362
O: 1.11636 3.58800 1.94418  -0.620
C: 4.53530 3.32586 2.14892  -0.440
H: -1.84069 -8.26908 -1.36604  0.304
O: -2.44574 -6.05354 0.00604  -0.352
C: -4.93360 4.22573 -5.23136  -1.196
H: 0.51707 2.52566 -3.75794  0.266
O: 1.30158 -2.38192 -0.66244  -0.646
O: -4.94444 1.84361 -4.91805  -0.580
O: -2.03124 1.90768 -4.54629  -0.588
H: -4.01478 1.70179 -4.68181  0.402
C: 4.18416 2.67415 0.81201  -0.133
C: -3.26532 -4.94094 0.27754  -0.570
H: -0.29897 -4.00973 4.78979  0.384
C: 1.80185 -0.08673 -0.00938  0.496
O: 2.98940 -0.11412 0.12961  -0.475
H: -0.63352 -2.46344 6.69926  0.277
C: 3.11160 -1.44612 4.62945  -1.361
H: -3.05095 -1.76251 3.51185  -0.183
H: -0.70808 -2.69751 3.70045  -0.088
H: 4.77288 -2.51697 -0.47372  0.235
C: -2.00530 1.77024 -1.04669  0.878
H: 1.12311 -1.38434 3.69932  0.086
H: 0.91844 3.05742 1.16449  0.209
H: -0.87652 -7.48011 -2.57557  0.377
O: -1.36530 0.94464 1.01721  -0.208
B: -0.39137 0.55134 0.00576  1.304
H: -5.71700 4.28918 -4.47986  0.300
H: -4.81654 0.64081 4.11338  0.327
H: 7.98438 0.52532 -0.67379  0.314
H: 0.56616 4.07721 -4.65900  0.517
C: -2.48056 -3.66461 0.51215  -0.692
C: -3.83907 -1.27828 4.11211  0.301
H: 7.20277 -1.71395 0.29081  0.388
C: 5.31791 -2.10137 -1.33427  -0.286
H: -0.34237 -7.56389 -0.89989  0.328
O: -2.72930 2.19968 -1.88887  -0.768
H: -6.31841 1.75538 -7.29429  0.354
C: -1.09688 2.79484 -5.16715  1.001
C: 1.61083 -1.15641 4.64925  0.436
H: -3.06383 0.71232 3.79217  0.212
H: -1.97062 -3.31373 -0.38191  0.215
C: -3.98303 0.15505 3.60122  -1.076
H: -4.17856 0.24917 2.53254  0.298
H: -3.89498 -5.14678 1.14793  0.323
H: 1.92416 2.45515 3.45414  -0.138
O: 5.94186 -0.86062 -1.07955  -0.324
H: 6.88803 1.33170 0.44524  0.120
O: -0.34903 -0.90917 -0.19527  -0.432
C: -1.20822 -7.38701 -1.53638  -1.315
H: 4.71600 -2.06895 -3.42834  0.350
H: 3.51147 -0.75919 3.88796  0.301
H: -1.47924 -5.24748 -1.66934  0.210
H: -4.00565 -4.79362 -0.52829  0.340
H: 5.61825 3.42319 2.24270  0.377